(1)
The following is a quantum chemistry calculation of 9 unconnected molecules or ions with the total composition H18N2O10 at a distorted geometry, from OMol25.

XYZ file:
```
30
Properties=species:S:1:pos:R:3:forces:R:3
N 35.1380 32.0220 30.7560 -0.71 -2.17 -0.27
H 35.7390 31.2180 31.1330 -0.74 1.94 -0.45
H 34.5800 32.5640 31.4010 0.85 0.77 0.96
H 34.3350 31.5610 30.3360 -0.41 -0.93 -1.03
H 35.5010 32.5500 29.9670 0.64 0.28 0.16
N 32.5070 31.0700 27.2010 4.72 4.79 -0.05
O 33.4300 30.7690 28.0060 -0.23 -2.06 0.77
O 31.5610 31.6970 27.6950 -1.63 -1.06 0.07
O 32.9170 31.3230 26.0240 -1.89 -1.58 0.42
O 32.7710 34.1160 28.1760 0.65 -1.52 0.23
H 33.6800 34.1240 27.8090 -0.98 -0.03 -0.01
H 32.4530 33.1570 28.1090 0.43 1.72 -0.02
O 29.0930 32.2490 27.0300 3.06 5.17 -0.10
H 30.0910 32.3200 27.2630 -2.75 -1.56 -0.66
H 28.6300 31.4800 27.0730 -0.90 -3.55 0.39
O 32.1940 29.9900 23.7860 -1.06 0.71 -0.05
H 32.4580 30.1190 24.7310 -0.61 0.37 -1.29
H 31.4620 30.6410 23.5570 1.59 -1.20 0.90
O 36.0160 29.9500 27.1300 0.98 -3.28 -3.45
H 35.9550 29.2510 26.2930 0.52 2.75 3.30
H 35.0920 30.1170 27.2300 -1.57 0.61 0.29
O 31.9250 34.0830 24.9890 -1.04 -0.43 0.99
H 32.1580 33.1830 25.2590 0.54 -0.18 -0.39
H 31.1370 34.1640 25.5710 0.51 0.53 -0.66
O 33.6540 27.5700 28.4560 1.13 2.79 -0.62
H 33.7410 26.8870 29.0630 -0.19 -2.51 1.56
H 34.3370 28.1810 28.8350 -0.93 -0.31 -1.04
O 29.1470 29.5690 28.9460 -4.72 -4.51 -1.88
H 29.5810 30.3500 28.9750 1.82 4.14 -0.36
H 28.3390 29.5970 28.2780 2.92 0.31 2.28
```
Positions in Å, forces in eV/Å.

The calculation puts the total energy at -23740.26694 eV. Its total charge is 0.

Atom charges from the natural (NBO) analysis, given in e for atoms 1 to 6:
1. N -0.89
2. H 0.47
3. H 0.46
4. H 0.47
5. H 0.47
6. N 0.72

***

(2)
The following is a quantum chemistry calculation of a molecular structure, C20H40LiO15 at a distorted geometry, from OMol25.

XYZ file:
```
76
Properties=species:S:1:pos:R:3:forces:R:3
Li -0.0569 -0.4710 -0.0086 0.16 0.11 0.03
C -2.1355 -4.4008 0.7263 0.83 0.18 -0.15
C -1.0825 -4.8223 -0.2953 -1.08 -0.58 -0.45
O 0.2066 -4.5488 0.2278 0.88 -1.42 -0.17
C 0.8756 -3.4735 -0.0144 -0.24 3.77 0.49
O 0.3643 -2.3726 -0.3103 0.81 -1.94 0.01
O 2.1622 -3.6437 0.2689 0.13 -0.84 0.09
C 3.1046 -2.5679 0.2658 -0.60 1.72 -0.02
H -1.8057 -4.9084 1.6327 -0.61 -0.16 0.17
H -3.1553 -4.6425 0.4267 0.15 -0.22 0.10
H -2.0683 -3.3373 0.9554 0.02 0.06 -0.28
H -1.2088 -4.5321 -1.3384 0.12 1.09 0.16
H -1.0951 -5.9022 -0.4425 0.05 -0.16 0.59
H 4.0656 -2.8131 0.7180 -0.27 -0.94 -0.46
H 2.7792 -1.7168 0.8641 -0.63 -0.14 0.23
H 3.1881 -2.1216 -0.7251 0.30 -0.47 -0.18
C 5.6074 2.1105 0.7630 -0.56 -0.65 -0.91
C 4.3182 1.1403 0.7386 3.14 -0.53 -0.02
O 3.4644 1.7481 1.6201 -5.43 0.99 1.53
C 2.0756 1.4837 1.6481 -1.06 0.44 -0.47
O 1.3777 0.6130 1.1272 2.44 0.78 0.26
O 1.4752 2.4556 2.3601 4.47 0.53 -0.67
C 0.1371 2.6948 2.4504 -2.17 -0.61 1.73
H 5.2567 3.1301 0.6029 -0.10 -0.04 0.06
H 6.3437 1.9195 -0.0176 -0.46 -0.35 -0.52
H 6.2789 2.1216 1.6216 -0.85 -0.39 0.64
H 4.5207 0.1689 1.1896 0.58 -0.27 -0.37
H 3.9189 0.9581 -0.2591 -0.09 0.46 -0.06
H -0.4140 2.9716 1.5516 0.33 -0.51 -0.28
H -0.0201 3.4927 3.1761 0.52 0.47 -0.28
H -0.2614 1.8620 3.0298 -0.82 -0.38 -0.76
C -4.1463 3.4838 -1.6085 1.18 0.37 0.34
C -2.6692 3.0230 -1.5360 -0.97 0.44 1.33
O -2.5260 1.9777 -2.4929 0.49 -0.64 -0.34
C -1.9252 0.8283 -2.2589 2.02 -1.37 3.51
O -1.2636 0.4787 -1.2133 -2.43 1.73 -3.25
O -2.1336 0.0243 -3.2766 0.19 -1.18 0.46
C -1.5476 -1.3296 -3.2707 0.06 -0.15 -1.69
H -4.4000 4.1144 -0.7564 0.31 0.13 0.10
H -4.8048 2.6216 -1.5029 -0.03 0.08 -0.65
H -4.2464 4.1164 -2.4905 -0.61 -0.51 -0.16
H -2.4660 2.7064 -0.5129 0.18 -0.61 -0.15
H -1.9556 3.8253 -1.7237 -0.09 -0.07 -0.46
H -2.1930 -1.9417 -3.9006 -0.41 0.42 -0.01
H -1.3818 -1.9544 -2.3930 -0.12 1.20 0.75
H -0.6330 -1.2637 -3.8600 0.20 0.13 0.41
C 1.1349 2.9462 -3.2400 0.92 0.39 -0.09
C 2.2798 2.4968 -2.3429 -1.43 -0.19 1.82
O 2.9459 1.3095 -2.7624 -0.18 -2.31 -0.55
C 2.3388 0.0664 -2.5240 -0.76 0.62 -0.13
O 1.4339 -0.1422 -1.6860 3.34 0.22 -3.29
O 2.9470 -0.8067 -3.4733 0.76 3.50 3.22
C 2.3826 -2.0204 -3.7765 -2.35 -1.22 -0.03
H 0.4842 2.1092 -3.4932 -0.10 0.25 -0.11
H 1.5456 3.4625 -4.1077 -0.08 -0.56 -0.45
H 0.6070 3.7667 -2.7540 -0.32 -0.33 0.37
H 1.8980 2.2466 -1.3530 -0.44 0.09 0.16
H 2.9490 3.3285 -2.1225 0.68 -0.45 -0.65
H 1.6447 -1.7029 -4.5133 -0.32 -1.14 -0.35
H 1.8889 -2.5000 -2.9313 -0.32 0.31 0.27
H 3.0270 -2.8214 -4.1385 0.70 0.85 -0.30
C -1.6883 0.7218 5.8292 0.00 -1.20 1.21
C -2.5101 -0.0534 4.8386 -0.76 0.23 0.41
O -1.6743 -0.1520 3.6877 1.52 1.53 2.19
C -2.0383 -0.4675 2.5308 -2.68 -2.20 -1.35
O -1.3030 -0.5350 1.5971 0.90 0.23 -1.53
O -3.3312 -0.8975 2.5277 0.75 0.84 -0.48
C -3.9156 -1.2996 1.2875 -0.33 -0.78 0.04
H -1.1201 1.5407 5.3881 -0.26 -0.06 0.06
H -1.0294 0.0002 6.3121 0.57 0.31 -0.10
H -2.3312 1.0385 6.6506 -0.02 0.43 -0.16
H -3.4645 0.4591 4.7176 0.12 0.13 -0.98
H -2.7909 -1.0689 5.1179 0.30 0.02 0.38
H -4.2736 -2.3018 1.5230 -0.57 0.17 -0.30
H -3.2516 -1.4277 0.4327 0.48 0.46 0.36
H -4.7101 -0.6023 1.0218 -0.04 -0.17 0.14
```
Positions in Å, forces in eV/Å.

The calculation puts the total energy at -52301.15516 eV. Its total charge is +1.

Atom charges from the Mulliken analysis, given in e for atoms 1 to 6:
1. Li 1.24
2. C -0.49
3. C -0.40
4. O -0.38
5. C 0.41
6. O 0.13

***

Among the records above, which one has the lowest total charge?
H18N2O10

***

Number 2 is which compound?
C20H40LiO15

***

Which value of total charge does entry 1 give?
0